Run w
The following is a quantum chemistry calculation of a structure of composition C3H10N2S, from the Open Molecules 2025 dataset.

Element x y z (Å)
S: 1.2513 0.4773 0.4042
N: -1.1614 -0.2915 -1.0780
N: -1.6144 1.9831 -1.0144
C: -1.9142 0.7195 -1.3557
C: 1.7237 -1.1023 1.1662
C: 0.5547 -2.0652 1.3736
H: -2.8676 0.5691 -1.8511
H: 0.9029 -2.9711 1.8660
H: -0.8245 2.1013 -0.3999
H: -0.1670 -0.2016 -0.3779
H: 0.1087 -2.3346 0.4177
H: 2.5055 -1.5557 0.5511
H: -1.3937 -1.1744 -1.4885
H: -0.1986 -1.6142 2.0179
H: 2.2006 -0.8495 2.1153
H: -2.3967 2.6086 -0.8942

## Properties
Net charge: +1
Highest occupied orbital energy (alpha / beta) (eV): -14.2 / -13.9
Multiplicity: 2
<S²>: 0.7529


Run x
The following is a quantum chemistry calculation of a cluster of 2 separate species, C3H10N2S in total, from the Open Molecules 2025 dataset.

Element x y z (Å)
S: 0.9797 -0.9010 0.0966
N: -3.7869 0.4687 0.1809
N: -2.4137 2.3283 0.1623
C: 3.7446 -1.0966 0.2796
C: 2.5182 -1.7669 -0.3092
C: -2.9480 1.2864 -0.3980
H: 2.4003 -2.8005 -0.0112
H: -2.7075 1.0865 -1.4328
H: -2.4375 2.5871 1.1393
H: -1.7534 2.8806 -0.3698
H: 2.5406 -1.6283 -1.3916
H: 3.7899 -1.2456 1.3644
H: -4.1505 -0.3113 -0.3441
H: 3.7226 -0.0260 0.0900
H: -4.1594 0.6193 1.1083
H: 4.6611 -1.4806 -0.1647

## Properties
Net charge: +1
Highest occupied orbital energy (alpha / beta) (eV): -11.9 / -11.5
Multiplicity: 2
<S²>: 0.7528


Run y
The following is a quantum chemistry calculation of the ion C3H10N2S with charge +1, from the Open Molecules 2025 dataset.

Element x y z (Å)
S: -2.6680 0.5105 -0.9640
N: 3.3311 -0.4870 1.0782
N: 1.1415 -0.2105 0.0926
C: -0.2816 -0.4205 0.0578
C: -0.9504 0.8140 -0.5845
C: 1.9318 -0.4136 1.2796
H: 1.6350 -0.4205 -0.7739
H: -0.3507 1.2020 -1.4114
H: -2.5074 -0.6759 -1.5738
H: 1.6711 0.4304 1.9580
H: -0.4685 -1.3461 -0.4551
H: -0.9267 1.6694 0.0872
H: 3.6785 -0.1584 0.1951
H: 3.7277 -1.3537 1.3701
H: 1.5886 -1.2688 1.8419
H: -0.5258 -0.4576 1.0996

## Properties
Net charge: +1
Highest occupied orbital energy (alpha / beta) (eV): -13.0 / -13.0
Multiplicity: 2
<S²>: 0.7546


Most stable to least stable, the ends of the list are run x and run y.


Run w
The following is a quantum chemistry calculation of the ion C5H9N2O with charge +1, from the Open Molecules 2025 dataset.

Element x y z (Å)
O: -3.2710 0.0732 -1.1177
N: -1.0437 -0.1961 1.5722
N: 0.7299 0.2177 -1.6046
C: 0.2798 0.0539 1.8874
C: -1.6345 -0.5082 0.5342
C: -2.4774 -0.7701 -0.4237
C: 1.1684 0.4577 0.6781
C: 0.9391 -0.4035 -0.4637
H: 0.9967 -1.5392 -0.3449
H: 0.6972 -0.8316 2.3436
H: 0.9733 1.2710 -1.4819
H: 0.9812 1.4898 0.3334
H: -2.4857 -1.7344 -0.9137
H: 0.2373 0.7735 2.6907
H: -3.5095 0.7426 -0.4345
H: 0.8014 -0.1775 -2.4563
H: 2.2179 0.3073 0.9231

## Properties
SMILES string: [NH2+]=CCCN=C=CO
Net charge: +1
Highest occupied orbital energy (alpha / beta) (eV): -11.9 / -11.9


Run x
The following is a quantum chemistry calculation of the ion C5H9N2O with charge +1, from the Open Molecules 2025 dataset.

Element x y z (Å)
O: 2.3586 1.4470 0.0469
N: -1.5516 1.0330 0.2610
N: -0.4322 -0.4968 -1.1419
C: 1.6373 0.5881 -0.2468
C: -1.4982 -0.1925 -0.2589
C: -0.7770 2.1538 0.2420
C: 1.0428 -1.5202 0.6540
C: 0.9536 -0.5892 -0.5748
H: -0.6149 -1.4227 -1.6254
H: 1.6159 -1.0676 1.4242
H: -2.5106 1.1886 0.8048
H: 1.2949 -0.9638 -1.6483
H: -0.0921 2.2035 -0.5673
H: 1.5818 -2.5193 0.4055
H: -2.2985 -0.9798 0.0950
H: -0.8820 2.9684 0.9314
H: 0.1722 -1.8304 1.1989

## Properties
Net charge: +1
Highest occupied orbital energy (alpha / beta) (eV): -11.2 / -11.6


Most stable to least stable, the ends of the list are run w and run x.


Run w
The following is a quantum chemistry calculation of the ion C5H9N2O with charge +1, from the Open Molecules 2025 dataset.

Element x y z (Å)
O: 2.0013 -1.9421 -0.3345
N: 1.5388 -0.0887 1.7403
N: 0.6431 -0.2495 -1.3055
C: -0.1253 0.4899 -0.3180
C: 0.4838 -0.4861 0.8082
C: -0.5688 -0.3419 -2.1944
C: -1.4435 0.2913 -1.0517
C: 1.0813 -1.1732 -0.3592
H: -2.0002 1.0827 -1.2857
H: -0.4230 0.2160 -2.9894
H: 2.2242 -0.9205 1.7007
H: 2.0208 0.8125 1.2858
H: -0.4126 -0.9600 1.4388
H: 1.2334 0.0684 2.7744
H: -0.8855 -1.4525 -2.4675
H: 0.1613 1.4512 -0.1123
H: -2.0309 -0.4475 -0.5540

## Properties
SMILES string: [NH3+][C@@H]1C(=O)N2CC[C@@H]12
Net charge: +1
Highest occupied orbital energy (eV): -13.9


Run x
The following is a quantum chemistry calculation of the ion C5H9N2O with charge +1, from the Open Molecules 2025 dataset.

Element x y z (Å)
O: -1.1200 -0.1976 0.0232
N: -0.3055 -1.4754 3.1556
N: 0.5716 -0.8207 -2.2944
C: -0.3971 0.1762 -2.2559
C: -0.2837 -0.6590 2.3249
C: -0.3318 0.2970 1.1838
C: 1.0111 0.8812 0.8407
C: -1.2568 0.4244 -1.2341
H: 1.3086 1.4637 1.6442
H: -1.9796 1.1113 -1.2472
H: 0.7320 1.4147 -0.1255
H: 1.1915 -0.8789 -3.2184
H: 0.1645 -1.8389 3.9803
H: -1.0049 1.0353 1.7915
H: 1.7890 0.0882 0.5128
H: -0.4593 0.6781 -3.1949
H: 0.3704 -1.6997 -1.8866

## Properties
SMILES string: C[C@H](C#[NH+])O/C=C\N
Net charge: +1
Highest occupied orbital energy (eV): -11.7


Most stable to least stable, the ends of the list are run w and run x.


Run w
The following is a quantum chemistry calculation of a cluster of 2 separate species, C2H7NO in total, from the Open Molecules 2025 dataset.

Element x y z (Å)
O: 1.7717 -0.5999 -2.7101
N: 0.0786 1.2401 3.1124
C: 0.8372 -1.0848 -2.0440
C: -0.4846 -0.3702 -1.7393
H: 0.8175 -2.0059 -1.5729
H: -1.1018 -1.1154 -1.2995
H: -0.5654 1.7040 3.7891
H: -0.7117 0.3771 -2.4969
H: -0.5292 1.2733 2.3652
H: 0.2117 0.2468 3.4033
H: -0.3240 0.3351 -0.8072

## Properties
SMILES string: CC=O.N
Net charge: 0
Highest occupied orbital energy (eV): -10.0


Run x
The following is a quantum chemistry calculation of a cluster of 2 separate species, C2H7NO in total, from the Open Molecules 2025 dataset.

Element x y z (Å)
O: 1.4232 -2.0074 0.3752
N: 0.3388 0.4189 -0.9357
C: -1.7270 0.9770 0.4183
C: -0.3769 0.9985 0.2159
H: -2.0973 1.3017 1.3150
H: 0.2450 1.5695 0.9448
H: 0.0202 1.0142 -1.6877
H: 2.3316 -1.6670 0.5040
H: 0.8644 -1.2111 0.3389
H: -2.3981 0.6619 -0.3917
H: -0.1000 -0.3951 -1.2798

## Properties
SMILES string: C=CN.O
Net charge: 0
Highest occupied orbital energy (eV): -9.9


Run y
The following is a quantum chemistry calculation of a cluster of 3 separate species, C2H7NO in total, from the Open Molecules 2025 dataset.

Element x y z (Å)
O: 0.6147 -1.2174 -0.2030
N: -0.8491 -1.0114 0.3252
C: 0.8631 0.2072 -0.2468
C: -0.3958 1.0596 -0.2826
H: 1.7071 0.4877 0.7478
H: -0.8903 0.8092 -1.3906
H: -0.4326 -1.1474 2.0108
H: 1.6196 0.2526 -1.1112
H: -0.1305 2.1430 -0.3968
H: -1.1699 -2.3937 -0.1228
H: -0.9365 0.8105 0.6699

## Properties
Net charge: 0
Highest occupied orbital energy (eV): -9.5


Run z
The following is a quantum chemistry calculation of a cluster of 2 separate species, C2H7NO in total, from the Open Molecules 2025 dataset.

Element x y z (Å)
O: 1.3288 -2.4840 -1.0739
N: -0.3676 2.7350 3.6164
C: -0.0050 -1.1447 -2.5346
C: 0.2538 -2.0160 -1.3147
H: 0.6682 -1.4838 -3.3111
H: -0.9953 -1.3668 -2.9131
H: 0.2539 2.3655 4.3139
H: 0.2173 -0.1083 -2.3024
H: -0.6191 2.0560 2.9237
H: -0.6211 -2.1826 -0.6502
H: -0.1140 3.6297 3.2459

## Properties
SMILES string: CC=O.N
Net charge: 0
Highest occupied orbital energy (eV): -9.7


Most stable to least stable, the ends of the list are run z and run y.


Run w
The following is a quantum chemistry calculation of the molecule C8H12O, from the Open Molecules 2025 dataset.

Element x y z (Å)
O: -0.2742 1.0685 -1.5751
C: -1.3053 -1.2432 0.1203
C: 0.6250 1.1066 0.8750
C: 1.3969 -1.6049 0.3347
C: -0.1550 1.7719 -0.2774
C: -0.8156 1.5554 1.0003
C: 0.9370 -0.0920 0.3456
C: 0.1877 -0.4057 -1.6972
C: 0.1686 -1.2005 -0.4701
H: -1.4900 -1.3574 1.2730
H: -1.7033 -2.2266 -0.0964
H: 1.6932 0.2325 -0.2913
H: 1.3041 -0.6810 -2.0449
H: -0.0821 3.0331 -0.3842
H: -0.4953 -0.7068 -2.4347
H: 2.2791 -2.0336 0.0976
H: 1.3666 1.6950 1.3665
H: 0.8132 -1.9147 1.2972
H: -0.8873 2.4861 1.5749
H: -1.8039 0.9081 1.2617
H: -1.7594 -0.3905 -0.2755

## Properties
SMILES string: C[C@@]12CO[C@H]3C[C@H]3[C@H]1C2
Net charge: 0
Highest occupied orbital energy (eV): -8.4


Run x
The following is a quantum chemistry calculation of a cluster of 2 separate species, C8H12O in total, from the Open Molecules 2025 dataset.

Element x y z (Å)
O: -0.1085 -0.1893 -2.7019
C: 0.7636 -0.2147 -1.6428
C: 2.5350 -0.4011 0.5094
C: 2.0315 -1.5556 -0.0922
C: 1.2622 0.9445 -1.0471
C: -2.7682 0.7697 0.7016
C: 1.1482 -1.4680 -1.1654
C: 2.1466 0.8477 0.0274
C: -2.0529 -0.0256 1.7968
H: -2.3067 1.7650 0.5874
H: -3.8327 0.9028 0.9579
H: 0.7439 -2.3672 -1.6488
H: -2.1188 0.5055 2.7613
H: 0.9572 1.9291 -1.4256
H: -2.5143 -1.0210 1.9111
H: -0.9883 -0.1587 1.5406
H: 2.3304 -2.5448 0.2790
H: -2.7022 0.2386 -0.2628
H: -0.2914 0.7540 -2.9318
H: 2.5344 1.7646 0.4906
H: 3.2312 -0.4754 1.3553

## Properties
SMILES string: Oc1ccccc1.CC
Net charge: 0
Highest occupied orbital energy (eV): -8.7


Most stable to least stable, the ends of the list are run x and run w.


Run w
The following is a quantum chemistry calculation of a cluster of 2 separate species, C2HN2O2 in total, from the Open Molecules 2025 dataset.

Element x y z (Å)
O: 2.6477 -0.5074 -1.7154
O: -1.8682 -1.7569 2.2408
N: -1.7699 0.3675 1.1301
N: 1.6203 -0.2814 -1.2219
C: 0.5622 0.0420 -0.9077
C: -1.8373 -0.6811 1.6261
H: -0.2028 0.3263 -0.3159

## Properties
Net charge: -1
Highest occupied orbital energy (eV): -4.2


Run x
The following is a quantum chemistry calculation of the ion C2HN2O2 with charge -1, from the Open Molecules 2025 dataset.

Element x y z (Å)
O: 1.0093 -1.1351 0.7058
O: -1.1754 -1.3825 1.0688
N: -0.2218 -0.7486 0.5756
N: 1.6115 1.2965 -1.2827
C: 0.7316 0.8739 -0.6596
C: -0.4055 0.4223 0.0026
H: -1.5496 0.6735 -0.4105

## Properties
SMILES string: N#CC=[N+]([O-])[O-]
Net charge: -1
Highest occupied orbital energy (eV): -4.0


Most stable to least stable, the ends of the list are run w and run x.